--- one ---
This record from OMol25 describes the molecule C3H4N4. The level of theory is ωB97M-V/def2-TZVPD.

Values from the calculation:
SMILES: Nc1cncnn1
lowest unoccupied orbital energy: 0.23 eV
charge: 0
spin multiplicity: 1
HOMO-LUMO gap: 9.43 eV

Cartesian coordinates (Å):
N: 0.3614 1.0156 1.3670
N: -0.2586 -1.8177 -0.7735
C: 0.3532 -0.2201 0.9347
N: -0.3212 0.4682 -1.2436
C: 0.0011 1.9481 0.4661
N: -0.2788 1.7266 -0.8056
H: 0.2503 -2.5622 -0.3245
H: -0.0684 2.9733 0.8223
H: 0.6783 -1.0025 1.6226
H: -0.6453 -2.0093 -1.6836
C: -0.0721 -0.5200 -0.3819


--- two ---
This record from OMol25 describes the molecule C3H4N4. The level of theory is ωB97M-V/def2-TZVPD.

Values from the calculation:
SMILES: Nc1ncncn1
lowest unoccupied orbital energy: 0.75 eV
charge: 0
spin multiplicity: 1
HOMO-LUMO gap: 10.20 eV

Cartesian coordinates (Å):
N: 1.0740 -0.4388 -0.1660
C: 0.4059 -0.9370 -1.1697
H: 2.2124 0.4352 1.6780
N: -0.9576 -0.6748 -1.3366
H: 0.6581 -1.6502 -1.7828
C: 0.4277 0.3491 0.6780
N: 1.2044 0.7752 1.6960
H: -2.6779 0.4526 -0.8595
H: 0.3649 1.3184 2.3779
C: -1.4038 0.2188 -0.5305
N: -0.9116 0.5753 0.4809


--- three ---
This record from OMol25 describes the molecule C3H4N4. The level of theory is ωB97M-V/def2-TZVPD.

Values from the calculation:
lowest unoccupied orbital energy: 0.59 eV
charge: 0
spin multiplicity: 1
HOMO-LUMO gap: 7.89 eV

Cartesian coordinates (Å):
H: 2.8486 1.1415 -1.2730
N: -1.1237 0.9146 -1.8913
H: -1.8244 0.5765 1.7713
C: -0.6353 -0.1367 0.2646
C: 0.7460 -0.5892 0.3695
H: 1.0033 -1.3123 1.1367
C: 2.2669 0.2197 -1.4336
N: 1.6389 -0.1585 -0.4332
H: -2.3999 -0.8056 1.0499
N: -0.9509 0.4379 -0.8696
N: -1.5690 -0.2885 1.3088


--- four ---
This record from OMol25 describes the molecule C3H4N4. The level of theory is ωB97M-V/def2-TZVPD.

Values from the calculation:
SMILES: Nc1cncnn1
lowest unoccupied orbital energy: 0.26 eV
charge: 0
spin multiplicity: 1
HOMO-LUMO gap: 9.51 eV

Cartesian coordinates (Å):
C: -1.9468 -0.0281 0.2843
N: -1.2077 0.8342 0.9990
H: 2.5078 0.4945 -0.3203
N: -1.4951 -1.0230 -0.4530
N: -0.1942 -1.1274 -0.6675
H: 2.1041 -0.8649 -1.3216
N: 1.8139 -0.0546 -0.7932
H: -3.0136 0.0329 0.3967
C: 0.0635 0.7538 0.7042
C: 0.5721 -0.1337 -0.2600
H: 0.7959 1.1164 1.4314


Top of the stability list: one, leading by 0.0086 hartree.


--- one ---
This record from OMol25 describes the molecule C3H4N4. The level of theory is ωB97M-V/def2-TZVPD.

Values from the calculation:
SMILES: Nc1cncnn1
lowest unoccupied orbital energy: -0.38 eV
charge: 0
spin multiplicity: 1
HOMO-LUMO gap: 8.73 eV

Cartesian coordinates (Å):
H: 1.1160 -0.7029 1.1666
N: -0.9740 0.0098 -0.9897
C: 0.7764 -0.1268 0.3679
N: -1.0838 -1.3346 1.0290
N: 1.3432 0.9376 -0.2529
H: -1.2194 -1.2557 1.9417
H: -0.6137 -2.2828 1.0458
C: -0.4190 -0.5385 0.1478
H: 0.9552 2.5776 -1.5505
C: 0.6434 1.5585 -1.3075
N: -0.5243 1.1577 -1.5983


--- two ---
This record from OMol25 describes a cluster of 2 separate species, C3H4N4 in total. The level of theory is ωB97M-V/def2-TZVPD.

Values from the calculation:
lowest unoccupied orbital energy (spin up / spin down): 0.65 / 0.65 eV
charge: 0
spin multiplicity: 1
HOMO-LUMO gap (spin up / spin down): 8.41 / 8.41 eV

Cartesian coordinates (Å):
H: 1.5980 0.5063 2.6944
C: -0.0610 -1.0239 0.1252
H: -1.7794 0.3747 -2.2590
C: 0.8381 -0.1265 2.2694
H: -1.1086 -1.2005 -2.2485
H: 0.1608 -2.0550 -0.1643
N: 0.6990 2.2446 -0.2814
C: -0.8384 -0.0238 -0.5272
N: -1.2690 -0.3288 -1.7455
N: 1.1208 2.2868 0.7367
N: 0.5010 -0.6087 1.2464


Top of the stability list: two, leading by 0.0124 hartree.